This record from the OMol25 dataset describes C43H109CaN6O17 as an isolated structure at a distorted geometry. The level of theory is wB97M-V/def2-TZVPD.

Results
HOMO energy: -9.0700 eV
Total charge: +1
Electronic energy: -108523.8061 eV

Element x y z (Å)
Ca  0.934  6.250  -1.783
C  0.255  0.350  -0.315
C  0.619  1.809  -0.379
O  1.667  2.211  -0.887
O  -0.240  2.651  0.083
H  0.109  -0.047  -1.320
H  -0.716  0.035  0.069
H  1.043  -0.234  0.158
C  1.508  -0.825  -7.349
O  0.591  -0.452  -6.418
H  1.304  -1.827  -7.726
H  1.538  -0.005  -8.067
H  2.509  -0.831  -6.919
H  -0.255  -0.745  -6.765
C  -3.010  2.009  4.555
O  -3.368  2.328  3.220
H  -2.143  2.657  4.679
H  -3.799  2.416  5.187
H  -2.854  0.932  4.625
H  -2.596  2.626  2.733
C  -6.931  -4.469  -3.915
O  -6.207  -3.470  -4.642
C  -4.889  -3.755  -4.604
C  -3.983  -2.660  -5.225
N  -4.238  -2.347  -6.602
C  -3.499  -3.324  -7.497
C  -3.744  -2.934  -8.970
O  -2.729  -1.940  -9.285
C  -2.888  -1.734  -10.741
H  -7.024  -5.414  -4.451
H  -7.928  -4.040  -3.819
H  -6.471  -4.623  -2.938
H  -4.751  -4.723  -5.084
H  -4.501  -3.764  -3.585
H  -2.923  -2.719  -4.978
H  -4.241  -1.852  -4.539
H  -5.201  -2.502  -6.867
H  -3.914  -4.285  -7.192
H  -2.434  -3.354  -7.267
H  -4.782  -2.645  -9.134
H  -3.742  -3.876  -9.518
H  -3.860  -1.871  -11.215
H  -2.171  -2.446  -11.150
H  -2.413  -0.785  -10.991
C  -3.481  6.991  -1.250
O  -2.153  7.461  -1.233
C  -2.014  8.823  -1.012
C  -1.922  9.375  -2.434
N  -0.818  8.728  -3.197
C  -1.169  8.224  -4.521
C  -2.219  7.150  -4.626
O  -1.717  6.084  -3.738
C  -2.401  4.768  -3.929
H  -4.016  7.416  -2.098
H  -4.018  7.088  -0.306
H  -3.438  5.936  -1.520
H  -0.977  8.808  -0.676
H  -2.740  9.196  -0.290
H  -1.849  10.458  -2.342
H  -2.890  9.166  -2.890
H  -0.218  9.517  -3.388
H  -0.274  7.813  -4.988
H  -1.436  8.995  -5.245
H  -2.231  6.729  -5.631
H  -3.171  7.621  -4.383
H  -2.242  4.543  -4.983
H  -3.481  4.915  -3.960
H  -2.145  4.014  -3.184
C  -4.532  -3.100  4.239
O  -4.116  -3.878  5.342
C  -5.150  -4.128  6.229
C  -4.893  -3.419  7.592
N  -5.198  -1.944  7.395
C  -5.294  -1.231  8.670
C  -3.970  -0.963  9.356
O  -2.859  -0.639  8.557
C  -1.635  -0.460  9.289
H  -3.614  -2.700  3.808
H  -5.318  -2.378  4.464
H  -4.979  -3.731  3.471
H  -5.252  -5.211  6.151
H  -6.092  -3.805  5.787
H  -3.865  -3.696  7.826
H  -5.484  -3.876  8.386
H  -4.403  -1.570  6.897
H  -6.025  -1.648  9.363
H  -5.710  -0.264  8.387
H  -3.798  -1.812  10.017
H  -4.185  -0.122  10.015
H  -1.428  0.549  9.646
H  -0.858  -0.597  8.538
H  -1.456  -1.219  10.051
C  3.621  -5.644  8.005
O  3.584  -4.641  7.025
C  2.317  -4.267  6.560
C  2.288  -3.238  5.435
N  2.723  -1.994  5.992
C  2.732  -0.972  4.991
C  3.389  0.348  5.529
O  4.852  0.342  5.795
C  5.596  0.251  4.567
H  3.284  -6.540  7.481
H  2.964  -5.637  8.874
H  4.578  -5.822  8.495
H  1.851  -3.878  7.466
H  1.736  -5.137  6.254
H  1.296  -3.105  5.004
H  2.900  -3.655  4.635
H  3.611  -2.025  6.473
H  1.695  -0.729  4.758
H  3.129  -1.332  4.041
H  2.942  0.595  6.492
H  3.242  1.128  4.782
H  5.286  -0.611  3.976
H  6.608  -0.020  4.866
H  5.714  1.173  3.998
C  1.962  -6.010  -3.068
O  0.612  -6.124  -3.354
C  -0.021  -7.368  -2.871
C  -0.010  -7.576  -1.342
N  -0.378  -6.306  -0.710
C  -0.077  -6.279  0.770
C  -0.757  -7.324  1.617
O  -0.104  -8.647  1.516
C  -0.589  -9.452  2.564
H  2.412  -5.180  -3.613
H  2.645  -6.821  -3.323
H  2.151  -5.827  -2.011
H  0.421  -8.190  -3.434
H  -1.051  -7.144  -3.148
H  0.934  -8.002  -1.000
H  -0.732  -8.297  -0.956
H  0.309  -5.722  -1.165
H  -0.212  -5.223  1.005
H  1.013  -6.266  0.785
H  -1.790  -7.522  1.329
H  -0.674  -6.957  2.640
H  -0.531  -8.921  3.514
H  0.034  -10.345  2.618
H  -1.628  -9.734  2.391
C  3.513  5.407  -4.302
O  3.497  6.389  -3.242
C  4.754  6.615  -2.713
C  4.672  8.076  -2.080
N  3.762  7.957  -0.913
C  4.514  7.448  0.256
C  3.758  7.350  1.547
O  2.364  7.065  1.324
C  1.503  6.931  2.503
H  2.536  5.024  -4.595
H  4.116  4.550  -4.000
H  3.904  5.752  -5.260
H  5.597  6.576  -3.404
H  4.869  5.786  -2.015
H  4.278  8.750  -2.840
H  5.596  8.618  -1.878
H  3.713  8.941  -0.691
H  5.295  8.119  0.613
H  4.995  6.482  0.101
H  3.862  8.288  2.092
H  4.248  6.613  2.182
H  1.808  6.106  3.147
H  0.444  6.891  2.248
H  1.607  7.773  3.187
C  7.825  -2.278  -3.046
C  7.392  -0.922  -2.410
C  7.912  0.355  -3.145
O  5.896  -0.869  -2.497
H  8.775  -2.611  -2.629
H  7.989  -2.192  -4.121
H  7.109  -3.067  -2.815
H  7.643  -1.024  -1.354
H  7.508  1.291  -2.760
H  7.831  0.248  -4.227
H  8.991  0.457  -3.034
H  5.551  0.007  -2.310